Molecular formula: C42H52As3BN6O2S3Sc
Method: DFT, the ωB97M-V functional and the def2-TZVPD basis

CARTESIAN COORDINATES (ANGSTROEM)
Sc  -1.64382  1.36450  0.85152
S  -3.96298  1.92484  0.38931
C  -4.56919  0.38557  0.83301
C  -5.92818  0.38620  1.06984
C  -6.63800  -0.74473  1.39243
C  -8.05222  -0.65222  1.62069
N  -9.20576  -0.66276  1.76024
C  -5.91175  -2.00254  1.52628
C  -4.52358  -1.97982  1.46521
C  -3.86137  -0.84449  1.00008
S  -2.07480  -0.98764  0.75036
C  -6.43347  -3.30179  1.61507
N  -6.66103  -4.42835  1.50156
H  -6.42899  1.37243  1.07287
H  -3.95285  -2.86309  1.63761
C  1.70293  -2.32241  -1.20584
As  1.03106  -0.46757  -1.67651
C  2.37747  0.78760  -0.87820
C  1.51466  -0.19046  -3.55933
C  0.51277  -0.66736  -4.67510
C  1.26666  -0.34113  -5.98545
C  -0.79904  0.05128  -4.61961
As  -1.62365  0.16633  -2.80320
C  -3.10361  -1.09319  -3.09554
C  -2.62506  1.96247  -3.14789
C  0.41976  -2.15808  -4.51126
As  -0.77051  -3.11947  -5.75310
C  0.44661  -3.85601  -7.20260
C  -0.87592  -4.72500  -4.65083
H  2.57667  -2.67047  -1.73347
H  0.91022  -3.01616  -1.49091
H  1.95156  -2.34615  -0.11612
H  2.41671  0.71760  0.20670
H  2.02984  1.76539  -1.14269
H  3.33910  0.55666  -1.38594
H  2.49960  -0.66290  -3.60728
H  1.61873  0.88631  -3.52382
H  1.63422  0.68387  -6.00850
H  0.68577  -0.38297  -6.93302
H  2.19435  -0.98807  -6.14754
H  -1.53859  -0.36717  -5.31893
H  -0.65513  1.10969  -4.90391
H  -3.82558  -0.63890  -3.82038
H  -3.57577  -1.37382  -2.10921
H  -2.73139  -2.04003  -3.59413
H  -2.84552  2.08655  -4.23332
H  -2.04381  2.75082  -2.63149
H  -3.58018  1.91926  -2.62052
H  -0.06199  -2.34347  -3.54588
H  1.39405  -2.66489  -4.51437
H  1.00620  -3.00992  -7.60333
H  -0.09006  -4.33479  -8.01412
H  1.12680  -4.66167  -6.77641
H  -1.48181  -4.52495  -3.72494
H  0.15185  -5.09909  -4.39881
H  -1.26638  -5.52712  -5.29665
S  -0.51695  3.21753  -0.13100
C  -0.17135  3.97810  1.41483
N  0.50773  5.13532  1.52557
N  0.79412  5.69439  0.33394
C  0.30402  6.92246  0.00929
C  0.20806  7.37047  -1.33182
C  -0.54795  8.51854  -1.57263
C  -0.97879  9.31696  -0.52573
C  -0.65063  9.00763  0.81930
C  -0.07092  7.77923  1.07336
N  -0.53756  3.53105  2.64367
N  -1.09596  2.28780  2.68450
C  -1.36294  1.79517  3.92215
C  -1.63616  2.66603  5.02852
C  -1.89603  2.17984  6.29546
C  -1.80038  0.75221  6.52387
C  -1.52317  -0.12573  5.50381
C  -1.17173  0.34887  4.12960
H  1.31685  5.21135  -0.43333
H  0.61694  6.75743  -2.07886
H  -0.75812  8.80955  -2.57351
H  -1.46440  10.23550  -0.79115
H  -0.98394  9.63926  1.63284
H  0.17721  7.40857  2.06893
H  -1.62736  3.78796  4.86384
H  -2.16061  2.82462  7.18114
H  -2.13571  0.41296  7.51730
H  -1.52127  -1.23160  5.65629
H  -1.80597  -0.28004  3.45860
C  6.14949  -3.64927  3.86022
C  4.90236  -3.88006  3.03010
C  4.15161  -5.08668  3.76519
C  5.24825  -4.27922  1.55772
C  4.01624  -2.63395  3.01094
C  4.51732  -1.40539  2.47603
C  3.73008  -0.21005  2.47708
C  2.39900  -0.27866  2.82539
O  1.27164  0.67802  2.97301
B  0.23385  -0.03723  3.58388
O  0.52467  -1.45154  3.51008
C  1.92754  -1.53613  3.32773
C  2.69673  -2.68176  3.43571
H  6.78073  -4.55073  4.00964
H  5.89641  -3.21747  4.85528
H  6.85090  -2.94519  3.45529
H  4.74193  -6.00474  3.95325
H  3.36928  -5.46857  3.15957
H  3.74069  -4.74563  4.71808
H  5.88525  -5.18973  1.49928
H  5.75011  -3.52209  0.98329
H  4.29434  -4.49792  1.00103
H  5.53365  -1.30711  2.08093
H  4.22660  0.74043  2.16451
H  2.18872  -3.60744  3.70537

Lowest unoccupied orbital energy (alpha / beta) in eV: 1.793 / 1.728
Calculated total energy in hartree: -10798.1422
E_HOMO (alpha / beta) in eV: -4.36 / -3.86
HOMO-LUMO gap (alpha / beta) in eV: 6.15 / 5.59
ΔE to the lowest compared entry with this formula, charge and spin in kcal/mol: 0.0
Spin multiplicity: 1
Net charge: -1

Results of the Mulliken charge analysis, in e, for atoms 1 through 99: 0.298, -0.410, 1.055, -0.969, 0.292, -0.105, -0.563, 0.522, -1.247, 0.631, -0.427, -0.054, -0.529, 0.459, 0.548, -1.265, 0.719, -1.044, -2.146, 2.841, -2.020, -2.278, 0.727, -0.931, -1.203, -1.363, 0.289, -1.073, -1.168, 0.430, 0.421, 0.207, 0.050, 0.397, 0.416, 0.588, 0.554, 0.463, 0.392, 0.344, 0.602, 0.577, 0.324, 0.181, 0.193, 0.423, 0.223, 0.313, -0.064, 0.776, 0.305, 0.392, 0.280, 0.263, 0.360, 0.409, -0.330, 0.422, -0.846, 0.106, 0.432, -0.717, -0.430, -0.452, -0.579, -0.109, -1.052, 1.118, -0.015, -0.481, -0.520, -0.572, -0.965, 1.654, 0.197, 0.388, 0.363, 0.345, 0.340, 0.429, 0.305, 0.299, 0.350, 0.397, -0.450, -1.691, 1.866, -1.895, -1.606, 0.587, -0.466, -1.172, 0.538, -0.840, 1.057, -0.530, -0.095, -0.489, 0.403



Molecular formula: C42H52CaN5PSSiTe
Method: DFT, the ωB97M-V functional and the def2-TZVPD basis

CARTESIAN COORDINATES (ANGSTROEM)
Ca  0.92305  -0.79071  0.08052
C  2.95379  -3.87045  -2.15790
C  2.44666  -2.75116  -1.26443
N  1.08438  -2.73863  -0.97634
N  0.31131  -3.03562  -2.08629
C  -0.73465  -3.85041  -2.01998
N  -1.59623  -3.78124  -3.09069
S  -1.02273  -4.91624  -0.72679
C  3.32036  -2.38243  -0.13784
C  4.64713  -2.89054  -0.01038
C  5.40802  -2.55198  1.06891
C  4.87191  -1.74225  2.08576
C  3.54879  -1.40044  1.96519
N  2.77091  -1.73239  0.92916
H  2.30205  -3.97695  -3.01951
H  2.92793  -4.81041  -1.59227
H  3.96181  -3.69264  -2.52489
H  0.39335  -2.41802  -2.89437
H  -2.41189  -4.34648  -2.91705
H  -1.85371  -2.85499  -3.36380
H  5.05435  -3.51856  -0.78744
H  6.42409  -2.92199  1.14798
H  5.45060  -1.45311  2.95108
H  3.05405  -0.83911  2.75091
C  -1.19600  -3.18363  4.34307
C  -0.83899  -3.20037  2.85971
C  0.61268  -3.66192  2.67885
P  -1.07934  -1.63215  1.86766
C  -2.79747  -1.84672  1.19484
C  -3.89403  -2.24828  2.17624
C  -3.18769  -0.57786  0.44151
C  -1.20900  -0.18350  2.98512
C  -2.04070  -0.11838  4.10639
C  -2.18458  1.01409  4.89368
C  -3.08431  1.02906  6.10658
C  -1.46414  2.14676  4.50788
C  -0.63753  2.13883  3.40675
C  -0.45944  0.97745  2.60300
N  0.33554  0.95808  1.50751
C  1.19389  2.02084  1.17403
C  2.31448  2.37111  1.95500
C  2.55728  1.76198  3.31280
C  3.24500  3.28129  1.46395
C  3.10868  3.88170  0.22251
C  4.17557  4.79022  -0.33353
C  1.97421  3.57884  -0.51640
C  1.01548  2.68071  -0.06512
C  -0.21284  2.45019  -0.90999
H  -0.88024  -4.12850  4.79806
H  -2.26714  -3.07326  4.51960
H  -0.67991  -2.37427  4.86179
H  -1.47181  -3.92220  2.33638
H  1.30283  -2.97638  3.18116
H  0.87813  -3.70550  1.62150
H  0.75019  -4.65955  3.10938
H  -2.66726  -2.65675  0.47070
H  -4.10372  -1.44743  2.88829
H  -3.63866  -3.15695  2.72619
H  -4.81781  -2.44764  1.62302
H  -3.23240  0.28153  1.11741
H  -4.17066  -0.70079  -0.01837
H  -2.47696  -0.34630  -0.35576
H  -2.61161  -0.99486  4.38287
H  -3.61319  0.07888  6.20482
H  -3.83504  1.82278  6.04287
H  -2.51811  1.19158  7.02943
H  -1.56571  3.06268  5.08541
H  -0.10910  3.03988  3.11755
H  1.90482  0.91033  3.49148
H  2.36642  2.49011  4.10595
H  3.59670  1.43639  3.40264
H  4.12511  3.50140  2.06497
H  4.89921  5.06489  0.43612
H  3.74883  5.70758  -0.74613
H  4.71819  4.28964  -1.14024
H  1.82652  4.05088  -1.48485
H  -0.78297  3.37621  -1.02443
H  -0.87680  1.71539  -0.46081
H  0.04956  2.11001  -1.91332
Te  3.15781  -0.67295  -2.14427
C  -3.92560  4.13556  -2.49530
C  -4.40235  2.95221  -1.94524
C  -3.83244  1.73628  -2.30172
C  -2.75557  1.64222  -3.19304
C  -2.31131  2.85270  -3.74830
C  -2.88217  4.07628  -3.40949
Si  -1.96157  -0.07837  -3.60562
C  -0.71158  0.46780  -4.96049
C  0.64507  0.72627  -4.72602
C  1.50993  1.10369  -5.75004
C  1.03475  1.25033  -7.04630
C  -0.30896  1.00165  -7.30848
C  -1.15752  0.60674  -6.28180
H  -4.36249  5.08715  -2.21353
H  -5.22515  2.97746  -1.23832
H  -4.23579  0.82368  -1.88059
H  -1.49000  2.84178  -4.45641
H  -2.49813  4.98959  -3.85229
H  -1.02678  -0.16961  -2.38196
H  1.04371  0.61030  -3.72540
H  2.55596  1.28477  -5.52637
H  1.70214  1.54522  -7.84877
H  -0.69041  1.10754  -8.31911
H  -2.20108  0.40033  -6.50643

Lowest unoccupied orbital energy in eV: 4.156
Calculated total energy in hartree: -3880.1937
E_HOMO in eV: -1.32
HOMO-LUMO gap in eV: 5.48
ΔE to the lowest compared entry with this formula, charge and spin in kcal/mol: 48.9
Spin multiplicity: 1
Net charge: -2

Results of the Mulliken charge analysis, in e, for atoms 1 through 99: 1.186, -1.816, 0.452, -0.033, -0.082, 0.232, -0.564, -0.446, 0.903, -1.714, -0.322, -1.303, -0.284, 0.587, 0.409, 0.320, 0.521, 0.111, 0.268, 0.112, 0.282, 0.374, 0.431, 0.362, -1.632, 0.655, -1.521, 0.991, 0.732, -1.708, -1.360, -0.156, 0.277, 0.278, -1.858, -0.952, -0.661, -1.391, 1.285, -0.627, 1.843, -2.148, -0.839, 0.830, -1.540, -0.616, 0.979, -0.985, 0.457, 0.280, 0.284, 0.605, 0.246, 0.165, 0.526, 0.150, 0.289, 0.373, 0.467, 0.125, 0.595, -0.116, 0.082, 0.343, 0.341, 0.332, 0.333, 0.476, -0.016, 0.471, 0.493, 0.261, 0.366, 0.356, 0.277, 0.434, 0.487, -0.108, -0.066, -0.215, -0.318, -0.642, -0.182, 0.174, 0.109, -0.737, -1.454, -0.047, 1.164, -0.722, -0.315, -0.597, -0.235, 0.347, 0.353, 0.338, 0.259, 0.335, 0.200